(1)
2 unconnected molecules or ions with the total composition C4H10N2S at a distorted geometry. Source: the OMol25 dataset; level of theory: ωB97M-V/def2-TZVPD.

The calculation puts the HOMO-LUMO gap (alpha / beta) at 8.094 / 6.187 eV. For the LUMO energy (alpha / beta), the calculation gives 1.0 / -2.9 eV. The total energy comes out at -665.8836 a.u. For the relative energy (zero: lowest compared OMol25 entry of this formula, charge and spin), the calculation gives 39.2 kcal/mol. As for the total charge: 0. As for the highest occupied orbital energy (alpha / beta): -7.12 / -9.12 eV. As for the spin multiplicity: 3.

Positions of all 17 atoms, in Å:
C: -1.97 -0.02 0.59
C: -0.77 0.17 0.03
C: -2.77 1.05 1.38
C: -0.19 -0.94 -0.82
N: 3.51 -0.50 0.19
N: 3.20 -0.18 -1.01
S: 3.91 0.80 -2.07
H: -2.41 -0.95 0.75
H: -0.08 1.08 -0.01
H: -2.58 2.14 1.13
H: -2.58 0.86 2.48
H: -3.87 0.98 1.15
H: 0.47 -0.54 -1.57
H: -1.09 -1.38 -1.16
H: 0.30 -1.62 -0.24
H: 4.55 -0.33 0.46
H: 2.36 -0.63 -1.27


(2)
2 unconnected molecules or ions with the total composition C3H8OS. Source: the OMol25 dataset; level of theory: ωB97M-V/def2-TZVPD.

The calculation puts the HOMO-LUMO gap at 10.040 eV. For the LUMO energy, the calculation gives 1.0 eV. The total energy comes out at -592.4776 a.u. For the relative energy (zero: lowest compared OMol25 entry of this formula, charge and spin), the calculation gives 25.4 kcal/mol. As for the total charge: 0. As for the highest occupied orbital energy: -9.05 eV. The SMILES is C=CO.CS.

Positions of all 13 atoms, in Å:
C: -2.62 1.14 2.46
S: -1.18 1.51 1.43
H: -2.72 1.83 3.30
H: -3.52 1.21 1.86
H: -2.53 0.14 2.86
H: -0.28 0.93 2.23
C: 1.00 -0.65 -1.89
C: 2.04 -1.46 -1.90
O: 3.35 -1.04 -1.96
H: -0.03 -0.99 -1.89
H: 1.07 0.43 -1.95
H: 1.95 -2.53 -1.78
H: 3.47 -0.52 -2.76


(3)
A molecular structure, C17H45N4O7Ti2 at a distorted geometry. Source: the OMol25 dataset; level of theory: ωB97M-V/def2-TZVPD.

The calculation puts the HOMO-LUMO gap (alpha / beta) at 5.725 / 6.703 eV. For the LUMO energy (alpha / beta), the calculation gives -2.7 / -3.5 eV. The total energy comes out at -3117.7132 a.u. For the relative energy (zero: lowest compared OMol25 entry of this formula, charge and spin), the calculation gives 399.7 kcal/mol. As for the total charge: +1. As for the highest occupied orbital energy (alpha / beta): -8.45 / -10.16 eV. As for the spin multiplicity: 7.

Positions of all 75 atoms, in Å:
Ti: 1.96 -2.59 -0.05
Ti: -0.14 -2.91 -1.44
O: 0.25 -0.34 1.07
C: -0.05 -0.90 -0.07
O: -0.89 -0.29 -0.77
O: 0.51 -1.95 -0.40
H: -0.16 0.50 0.84
C: -3.83 1.64 0.48
C: -2.41 1.89 -0.09
C: -1.32 1.53 0.94
O: -0.04 1.65 0.38
C: 1.02 1.93 1.26
N: -2.17 1.22 -1.31
H: -4.60 2.04 -0.18
H: -3.96 2.18 1.42
H: -3.97 0.58 0.69
H: -2.26 2.95 -0.28
H: -1.49 0.61 1.50
H: -1.37 2.31 1.69
H: 1.29 1.11 1.92
H: 0.94 2.82 1.88
H: 1.92 2.07 0.66
H: -1.77 0.32 -1.07
H: -1.32 1.61 -1.67
C: 3.29 0.62 1.57
C: 2.82 -0.50 0.65
C: 3.95 -1.17 -0.14
O: 3.26 -1.95 -1.07
C: 3.07 -1.28 -2.36
N: 1.99 -1.43 1.41
H: 4.18 0.28 2.11
H: 2.54 0.97 2.28
H: 3.65 1.54 1.12
H: 2.11 -0.05 -0.04
H: 4.39 -1.92 0.52
H: 4.77 -0.57 -0.53
H: 3.55 -0.30 -2.36
H: 1.99 -1.25 -2.47
H: 3.44 -1.89 -3.19
H: 1.17 -0.99 1.78
H: 2.52 -1.62 2.25
C: 1.83 1.06 -3.74
C: 0.60 0.72 -2.84
C: -0.79 1.09 -3.43
O: -1.11 2.42 -3.21
C: -2.47 2.74 -3.49
N: 0.58 -0.73 -2.43
H: 1.77 2.12 -3.97
H: 1.79 0.45 -4.64
H: 2.72 0.72 -3.20
H: 0.68 1.27 -1.91
H: -1.57 0.48 -2.97
H: -0.78 0.86 -4.49
H: -2.78 3.75 -3.76
H: -3.01 2.46 -2.59
H: -2.88 2.13 -4.30
H: -0.11 -0.90 -1.71
H: 1.40 -0.67 -1.85
C: -0.64 -3.15 3.65
C: -0.87 -2.51 2.25
C: -1.57 -1.11 2.15
O: -2.86 -1.30 2.69
C: -3.48 -0.14 3.03
N: 0.44 -2.45 1.67
H: -0.35 -4.19 3.72
H: -1.58 -3.13 4.21
H: 0.06 -2.68 4.34
H: -1.39 -3.21 1.59
H: -1.47 -0.83 1.10
H: -1.08 -0.31 2.70
H: -3.35 0.15 4.07
H: -4.51 -0.49 3.06
H: -3.35 0.70 2.35
H: 0.36 -2.03 0.76
H: 0.91 -1.76 2.24


(4)
2 unconnected molecules or ions with the total composition C19H38NO3P. Source: the OMol25 dataset; level of theory: ωB97M-V/def2-TZVPD.

The calculation puts the HOMO-LUMO gap at 4.565 eV. For the LUMO energy, the calculation gives -1.0 eV. The total energy comes out at -1368.3726 a.u. As for the total charge: 0. As for the highest occupied orbital energy: -5.53 eV.

Positions of all 62 atoms, in Å:
C: -0.19 3.12 -1.23
C: 0.52 2.09 -1.81
C: -0.08 0.88 -2.11
C: -1.42 0.66 -1.82
C: -2.08 -0.66 -2.13
C: -2.86 -1.30 -0.97
C: -4.31 -1.72 -1.31
P: -5.72 -0.44 -1.11
O: -5.09 0.55 -2.45
C: -5.64 1.82 -2.35
C: -7.11 1.57 -2.05
O: -7.07 0.72 -0.96
C: -2.12 1.70 -1.21
C: -1.53 2.91 -0.93
H: 0.28 4.07 -1.01
H: 1.57 2.23 -2.04
H: 0.49 0.07 -2.56
H: -1.29 -1.32 -2.49
H: -2.76 -0.50 -2.97
H: -2.33 -2.23 -0.72
H: -2.82 -0.68 -0.08
H: -4.32 -2.16 -2.30
H: -4.56 -2.53 -0.62
H: -4.94 0.34 -0.17
H: -6.31 -1.17 0.00
H: -6.52 -1.17 -2.08
H: -5.26 2.34 -1.45
H: -5.40 2.47 -3.20
H: -7.54 1.06 -2.93
H: -7.65 2.50 -1.85
H: -3.15 1.54 -0.96
H: -2.13 3.69 -0.48
C: 1.33 -0.02 1.51
C: 2.65 0.15 2.23
N: 3.35 -1.14 2.58
C: 2.43 -1.96 3.45
C: 4.56 -0.84 3.45
C: 5.68 -0.03 2.83
C: 3.68 -2.01 1.39
C: 4.43 -1.42 0.21
O: 3.65 -0.42 -0.40
C: 4.40 0.45 -1.24
H: 0.56 -0.47 2.14
H: 0.96 0.96 1.22
H: 1.43 -0.60 0.60
H: 2.49 0.66 3.19
H: 3.33 0.75 1.64
H: 2.12 -1.35 4.29
H: 2.98 -2.83 3.79
H: 1.57 -2.27 2.86
H: 4.93 -1.81 3.79
H: 4.15 -0.31 4.31
H: 6.36 -0.66 2.25
H: 6.27 0.40 3.63
H: 5.34 0.79 2.20
H: 2.72 -2.39 1.03
H: 4.24 -2.85 1.79
H: 4.57 -2.25 -0.49
H: 5.42 -1.06 0.48
H: 5.21 -0.08 -1.75
H: 4.82 1.28 -0.66
H: 3.72 0.85 -1.98


(5)
A molecular structure, C26H28MoN6O9S. Source: the OMol25 dataset; level of theory: ωB97M-V/def2-TZVPD.

The calculation puts the HOMO-LUMO gap at 7.913 eV. For the LUMO energy, the calculation gives 0.3 eV. The total energy comes out at -2479.8687 a.u. For the relative energy (zero: lowest compared OMol25 entry of this formula, charge and spin), the calculation gives 20.9 kcal/mol. As for the total charge: 0. As for the highest occupied orbital energy: -7.60 eV.

Positions of all 71 atoms, in Å:
Mo: 0.83 0.84 -1.30
O: 1.11 -0.40 0.95
C: 1.92 -0.97 1.95
C: 3.26 -0.27 2.08
C: 4.24 -0.86 2.88
C: 5.46 -0.23 3.00
C: 5.67 0.96 2.31
C: 4.64 1.46 1.55
N: 3.45 0.87 1.43
H: 0.18 -0.62 1.08
H: 2.11 -2.03 1.71
H: 1.42 -0.94 2.92
H: 4.04 -1.79 3.38
H: 6.24 -0.66 3.61
H: 6.62 1.48 2.37
H: 4.77 2.38 0.98
O: -1.88 4.89 2.57
C: -0.84 4.10 2.91
O: -0.64 3.79 4.04
C: 0.04 3.67 1.77
C: 1.25 4.21 1.39
N: 1.73 3.47 0.38
N: 0.89 2.49 0.09
C: -0.15 2.59 0.90
C: -1.26 1.62 0.71
O: -2.28 1.71 1.37
O: -1.02 0.73 -0.21
H: -1.94 4.95 1.61
H: 1.80 5.06 1.78
H: 2.57 3.52 -0.22
O: 0.44 1.61 -2.70
C: -3.87 -4.07 0.37
C: -2.51 -3.50 0.74
C: -1.58 -3.32 -0.46
N: -2.09 -2.28 -1.35
C: -1.35 -1.39 -1.98
S: 0.37 -1.51 -1.99
N: -1.94 -0.36 -2.67
C: -3.11 0.38 -2.38
O: -3.15 1.52 -2.75
C: -4.28 -0.28 -1.73
C: -5.08 -1.14 -2.47
C: -6.24 -1.66 -1.92
C: -6.59 -1.32 -0.61
C: -5.78 -0.48 0.13
C: -4.62 0.05 -0.42
H: -4.48 -4.23 1.26
H: -3.77 -5.03 -0.15
H: -4.44 -3.40 -0.28
H: -2.01 -4.18 1.43
H: -2.62 -2.55 1.25
H: -1.48 -4.25 -1.02
H: -0.58 -3.02 -0.14
H: -3.10 -2.20 -1.42
H: -1.25 0.23 -3.12
H: -4.81 -1.39 -3.50
H: -6.88 -2.31 -2.50
H: -7.50 -1.73 -0.18
H: -6.04 -0.23 1.15
H: -3.98 0.71 0.15
O: 3.13 -1.67 -1.71
C: 3.63 -0.57 -1.79
C: 5.10 -0.33 -2.11
C: 5.25 1.18 -1.99
C: 3.87 1.65 -1.58
O: 3.65 2.83 -1.31
N: 2.97 0.63 -1.57
H: 5.30 -0.72 -3.11
H: 5.71 -0.89 -1.41
H: 5.52 1.67 -2.93
H: 5.97 1.50 -1.24


(6)
A molecular structure, C2H3N3 at a distorted geometry. Source: the OMol25 dataset; level of theory: ωB97M-V/def2-TZVPD.

The calculation puts the HOMO-LUMO gap at 11.370 eV. For the LUMO energy, the calculation gives 1.2 eV. The total energy comes out at -242.0261 a.u. For the relative energy (zero: lowest compared OMol25 entry of this formula, charge and spin), the calculation gives 154.7 kcal/mol. As for the total charge: 0. As for the highest occupied orbital energy: -10.22 eV.

Positions of all 8 atoms, in Å:
C: -0.85 -0.74 -0.01
C: -0.93 0.53 0.20
N: 1.13 0.05 -0.69
N: 0.67 -0.78 0.35
N: 0.57 0.70 0.46
H: -1.47 -1.50 -0.10
H: -1.53 1.43 0.39
H: 2.42 0.31 -0.61


Please write out number 2 again, unchanged.
2 unconnected molecules or ions with the total composition C3H8OS. Source: the OMol25 dataset; level of theory: ωB97M-V/def2-TZVPD.

The calculation puts the HOMO-LUMO gap at 10.040 eV. For the LUMO energy, the calculation gives 1.0 eV. The total energy comes out at -592.4776 a.u. For the relative energy (zero: lowest compared OMol25 entry of this formula, charge and spin), the calculation gives 25.4 kcal/mol. As for the total charge: 0. As for the highest occupied orbital energy: -9.05 eV. The SMILES is C=CO.CS.

Positions of all 13 atoms, in Å:
C: -2.62 1.14 2.46
S: -1.18 1.51 1.43
H: -2.72 1.83 3.30
H: -3.52 1.21 1.86
H: -2.53 0.14 2.86
H: -0.28 0.93 2.23
C: 1.00 -0.65 -1.89
C: 2.04 -1.46 -1.90
O: 3.35 -1.04 -1.96
H: -0.03 -0.99 -1.89
H: 1.07 0.43 -1.95
H: 1.95 -2.53 -1.78
H: 3.47 -0.52 -2.76


Number 6 is which compound?
C2H3N3


Look up the total charge of the fourth one.
0